Entry 1:
The following is a quantum chemistry calculation of C33H28BrCsN7O2S as an isolated structure, from the OMol25 dataset.

Calculated values
Frontier orbital gap   6.85 eV
LUMO energy   0.0619 Ha
Energy above the lowest of the compared OMol25 structures with the same formula, charge and spin   0.8648 eV
E_HOMO   -5.165 eV

```
! RIJCOSX wB97M-V def2-TZVPD def2/J DEFGRID3
* xyz -1 1
Cs -0.187 0.684 -0.056
Br 3.491 0.894 0.883
S 2.264 -1.921 -1.141
O -1.309 1.901 2.308
O -3.244 3.278 2.817
N 2.314 -4.560 -1.263
N 0.309 -3.704 -0.665
N -2.372 -1.324 1.364
N -0.578 -2.744 -0.268
N 1.476 2.491 2.499
N -5.592 -5.804 -4.211
N 0.539 3.025 3.294
C -4.274 -1.199 -3.587
C 6.603 2.219 -2.102
C -3.228 -0.400 1.798
C -2.763 -2.105 0.355
C 3.408 2.772 1.103
C -3.141 4.354 6.285
C -4.483 -0.203 1.235
C -2.874 -1.202 -3.421
C -2.913 -3.613 -3.729
C -2.214 -2.445 -3.510
C -1.552 2.956 4.469
C 5.468 2.416 -1.330
C 6.647 4.059 -0.041
C 4.306 3.603 0.566
C -1.911 3.852 6.695
C -1.789 -3.123 -0.132
C -2.165 -0.006 -3.164
C -5.024 -4.813 -4.059
C -1.134 3.158 5.777
C -2.802 3.462 4.063
C -1.555 1.051 -2.961
C -4.978 -2.366 -3.798
C -3.586 4.161 4.989
C -4.874 -1.013 0.184
C 2.310 3.265 1.926
C -4.005 -1.998 -0.258
C 5.480 3.330 -0.277
C 1.595 -3.420 -0.996
C -2.279 -4.519 -0.402
C 7.765 2.930 -1.841
C -0.679 2.185 3.479
C 7.783 3.857 -0.808
C -4.305 -3.590 -3.861
H 6.574 1.507 -2.918
H -2.868 0.241 2.591
H 4.167 4.648 0.833
H -0.015 -4.653 -0.789
H 8.649 2.771 -2.446
H -2.487 2.652 2.396
H 6.661 4.786 0.763
H 8.681 4.425 -0.601
H -4.544 4.543 4.660
H -5.833 -0.876 -0.298
H -1.987 -4.869 -1.395
H -5.118 0.588 1.611
H -2.390 -4.558 -3.805
H -3.764 4.899 6.985
H -1.564 3.999 7.710
H -4.265 -2.636 -1.092
H 2.255 4.353 2.034
H -1.137 -2.461 -3.402
H -1.874 -5.210 0.345
H 2.089 -5.395 -0.743
H -3.361 -4.571 -0.340
H -6.055 -2.344 -3.911
H -0.169 2.760 6.075
H -0.296 1.278 3.978
H 3.297 -4.392 -1.400
H 0.308 3.996 3.086
H 4.564 1.869 -1.554
H -4.793 -0.251 -3.531
*
```

---

Entry 2:
The following is a quantum chemistry calculation of an isolated molecule of C3H8N2O, from the OMol25 dataset.

Calculated values
Frontier orbital gap   9.68 eV
LUMO energy   0.0354 Ha
Energy above the lowest of the compared OMol25 structures with the same formula, charge and spin   2.9657 eV
E_HOMO   -8.720 eV

```
! RIJCOSX wB97M-V def2-TZVPD def2/J DEFGRID3
* xyz 0 1
O 0.394 0.164 -0.939
N 1.201 -0.340 1.022
N -1.158 -0.293 0.742
C 0.148 -0.155 0.320
C -2.275 0.225 -0.022
C 2.153 0.070 -0.985
H 1.087 -0.735 1.937
H -3.206 -0.167 0.401
H -2.323 1.323 -0.028
H 2.068 -0.076 -2.038
H 2.829 -0.691 -0.525
H 2.469 1.064 -0.668
H -2.187 -0.120 -1.053
H -1.252 -0.225 1.747
*
```

---

Entry 3:
The following is a quantum chemistry calculation of C24H52I4N3O9P2 as an isolated structure, from the OMol25 dataset.

Calculated values
Frontier orbital gap   8.51 eV
LUMO energy   -0.1222 Ha
Energy above the lowest of the compared OMol25 structures with the same formula, charge and spin   0.0000 eV
E_HOMO   -11.831 eV

```
! RIJCOSX wB97M-V def2-TZVPD def2/J DEFGRID3
* xyz 1 1
I -3.266 1.660 1.409
I 1.563 0.438 4.163
I -2.472 0.458 -1.999
I 0.604 3.710 2.252
P 0.162 -0.073 -6.169
P -7.447 3.524 4.189
O -6.029 2.957 3.769
O 1.470 -0.010 -6.829
O -1.046 0.034 -7.180
O -8.244 2.917 5.413
O 0.124 0.665 -4.770
O -0.184 -1.513 -5.561
O -8.233 2.780 3.018
O 6.019 0.830 1.465
O -7.528 4.988 4.129
N -0.585 -2.820 1.273
N -2.063 -1.211 0.403
N -1.010 -0.852 2.430
C -1.221 -1.676 1.371
C 4.839 1.299 2.071
C 5.140 -1.609 -0.352
C -4.937 3.230 4.672
C 1.781 1.940 0.023
C -0.960 0.977 -8.274
C 6.077 1.115 0.069
C 3.630 -3.529 0.267
C 2.232 -3.912 -0.229
C -0.710 -3.760 0.159
C -1.400 -0.063 -0.262
C 0.041 -5.045 0.472
C -8.182 3.592 6.689
C 0.963 0.644 2.088
C 6.235 -1.068 -1.266
C 0.239 2.102 -4.784
C 1.504 -4.761 0.820
C -9.456 3.358 2.551
C 0.266 -2.666 -6.278
C 4.525 -2.929 -0.829
C 6.991 0.095 -0.610
C 1.578 1.937 1.549
C -0.579 0.533 2.070
C -1.283 1.041 0.796
H -4.129 2.544 4.434
H -4.595 4.255 4.537
H 0.531 -3.424 -5.544
H 1.677 -2.986 -0.422
H -0.504 1.916 -7.966
H -0.376 0.534 -9.077
H -2.395 -1.932 -0.225
H 1.870 0.908 -0.329
H 4.009 0.585 1.940
H -0.385 -0.345 -0.567
H 6.946 -1.877 -1.441
H 4.071 -4.422 0.714
H -9.516 3.171 1.481
H 1.139 -2.435 -6.887
H -0.536 -3.045 -6.912
H 5.011 1.459 3.134
H -0.364 2.551 -5.575
H -0.321 -1.276 3.049
H 7.562 0.636 -1.367
H 5.549 -1.787 0.647
H 2.037 -5.711 0.875
H -9.479 4.432 2.731
H -7.183 3.969 6.902
H 6.479 2.130 -0.038
H -0.058 -5.728 -0.371
H -1.975 1.163 -8.613
H 4.519 2.247 1.619
H 4.310 -0.903 -0.234
H 7.674 -0.279 0.154
H -8.888 4.418 6.687
H 5.783 -0.735 -2.204
H -0.122 2.464 -3.825
H -1.760 -3.991 -0.040
H 2.568 2.012 1.994
H -0.331 -3.325 -0.769
H 5.331 -3.637 -1.031
H 1.594 -4.280 1.801
H -0.943 1.163 2.879
H 2.301 -4.495 -1.151
H 1.282 2.383 -4.917
H 1.423 -0.223 1.606
H -5.233 3.076 5.711
H 5.068 1.110 -0.361
H -0.850 1.936 0.369
H 0.061 -3.074 2.009
H -8.464 2.867 7.446
H 2.736 2.415 -0.197
H 1.011 2.478 -0.526
H -10.303 2.882 3.047
H 3.486 -2.797 1.069
H 3.969 -2.788 -1.759
H -0.436 -5.534 1.327
*
```

---

Entry 4:
The following is a quantum chemistry calculation of C14H21N9O3PtS as an isolated structure, from the OMol25 dataset.

Calculated values
Frontier orbital gap   6.19 eV
LUMO energy   -0.3085 Ha
Energy above the lowest of the compared OMol25 structures with the same formula, charge and spin   1.0258 eV
E_HOMO   -14.581 eV

```
! RIJCOSX wB97M-V def2-TZVPD def2/J DEFGRID3
* xyz 2 1
Pt 0.410 -0.500 0.188
S 2.003 -1.097 -1.255
O 0.847 2.245 0.845
O -1.654 1.230 -0.938
O -0.439 3.051 2.368
N -1.988 -0.680 2.694
N -0.849 -1.359 -1.581
N 1.783 -0.617 1.571
N -0.012 2.136 1.687
N -0.509 0.845 1.830
N -2.059 1.429 3.543
N -1.498 -1.670 1.846
N 1.702 -2.634 -3.399
N -0.254 -2.075 -2.412
C 1.155 -1.989 -2.397
C -1.499 0.589 2.684
C -5.521 -0.014 -1.232
C -2.241 -1.499 -1.691
C 4.122 -1.664 3.838
C -3.162 -0.572 -1.352
C 3.788 -0.300 3.216
C 2.661 -0.476 2.292
C -2.814 0.851 -0.979
C 4.969 0.240 2.393
C -4.568 -0.923 -1.471
C -3.921 1.767 -0.734
C 3.354 0.712 4.289
C -5.190 1.355 -0.859
H -2.817 1.134 4.136
H 1.105 -3.087 -4.079
H 4.943 -1.523 4.541
H -3.657 2.786 -0.488
H -6.003 2.051 -0.698
H -6.563 -0.287 -1.323
H 4.161 0.805 5.015
H -1.002 -2.377 2.379
H -4.827 -1.935 -1.756
H -2.645 -0.939 3.414
H 3.170 1.695 3.855
H 4.739 1.211 1.955
H -1.736 2.385 3.560
H 2.461 0.378 4.817
H -2.555 -2.426 -2.160
H 3.274 -2.076 4.384
H -2.269 -2.107 1.354
H 5.819 0.360 3.064
H 4.440 -2.380 3.081
H 5.255 -0.453 1.603
H 2.701 -2.654 -3.541
*
```